DFT (the ωB97M-V functional and the def2-TZVPD basis) results for the molecule C3H7NOS.

Geometry as XYZ:
```
13
Properties=species:S:1:pos:R:3
C 0.664 -0.477 0.354
C 1.746 0.553 0.462
C -1.762 -0.796 -0.374
N -0.577 -0.042 -0.183
O -0.686 1.365 -0.427
S 0.987 -1.992 0.847
H 1.999 0.990 -0.451
H 2.534 0.174 1.100
H 1.304 1.423 1.045
H -2.487 0.017 -0.631
H -1.727 -1.609 -1.244
H -1.938 -1.275 0.627
H -0.056 1.669 -1.124
```

Computed properties:
strongest force on any atom = 4.5 eV/A
LUMO level = 0.5 eV
molecular weight = 105.16 Da
HOMO = -0.3089 hartree
calculated total energy = -646.59971 Ha
SMILES = CC(=S)N(C)O
energy relative to the best compared isomer or geometry (same formula, charge and spin) = 294.8 kJ/mol